ORCA calculation (ωB97M-V/def2-TZVPD) on a 13-piece molecular cluster, C52H143N13O13 overall.

```
221
Properties=species:S:1:pos:R:3:mulliken_charge:R:1
C 1.28218 26.37837 2.56047 -1.13
C 2.35670 26.39187 3.62128 0.79
C 3.64892 25.83103 3.09908 -0.89
O 4.61400 25.82858 4.12375 -0.15
C 5.81317 25.20775 3.73232 -0.47
N 2.57519 27.70934 4.19286 -0.72
H 1.03133 25.35761 2.29391 -0.13
H 1.55885 26.97562 1.68400 0.36
H 0.39745 26.92965 2.89837 0.42
H 2.05660 25.67129 4.40887 0.03
H 4.06049 26.46776 2.29734 0.46
H 3.52488 24.81735 2.69428 0.25
H 6.47071 25.29009 4.59417 0.47
H 6.25743 25.74673 2.88508 0.42
H 5.64482 24.17403 3.41605 -0.28
H 1.73412 28.01100 4.65778 0.29
H 3.41551 27.69720 4.75033 0.24
C 8.57501 24.30228 0.63640 -1.05
C 8.43893 23.56561 -0.69458 0.29
C 9.54013 23.87432 -1.68834 -0.46
O 9.34144 23.37482 -2.97614 -0.25
C 8.23536 23.91573 -3.66898 -0.72
N 8.51309 22.08206 -0.43339 -0.19
H 9.60880 24.17625 0.96909 0.12
H 7.89605 23.85286 1.35748 0.02
H 8.35826 25.36356 0.51757 0.44
H 7.43138 23.71825 -1.09888 0.26
H 10.46101 23.47073 -1.25758 0.02
H 9.69902 24.96891 -1.70967 0.40
H 8.51548 24.90575 -4.05582 0.28
H 7.31946 24.02268 -3.08750 0.33
H 8.03817 23.26357 -4.51655 0.25
H 7.61277 21.75204 -0.08785 0.17
H 8.56042 21.66524 -1.36579 0.10
C 11.35450 17.47403 8.53048 -1.45
C 12.86115 17.44210 8.27549 0.08
C 13.43870 16.12270 8.73626 -0.60
O 13.11687 15.89494 10.08817 -0.31
C 13.72320 14.72524 10.59460 -0.72
N 13.02842 17.66228 6.85973 -0.36
H 11.11459 17.40354 9.59250 0.49
H 10.87436 16.62700 8.02909 0.33
H 10.90828 18.39946 8.16458 0.31
H 13.34425 18.23834 8.84389 0.37
H 14.54172 16.22647 8.67864 0.39
H 13.18261 15.28453 8.07252 0.33
H 13.79863 13.94218 9.83992 0.32
H 13.12104 14.41542 11.44865 0.25
H 14.71569 14.96644 10.99884 0.26
H 13.95939 17.52510 6.46574 0.28
H 12.53475 16.93893 6.33979 -0.07
C 0.75314 22.70426 0.54899 -0.86
C 0.71686 21.40944 1.35718 0.14
C 1.55654 21.46493 2.61814 0.74
O 2.85792 21.87823 2.29119 -0.61
C 3.67318 21.89186 3.42049 -1.60
N -0.61372 20.94474 1.69496 -0.48
H 1.66412 22.76442 -0.05505 0.28
H 0.88870 23.54924 1.23081 -0.26
H -0.11068 22.81164 -0.09813 0.46
H 1.21229 20.65242 0.73384 0.27
H 1.61573 20.46120 3.05764 -0.84
H 1.10536 22.14776 3.36190 0.47
H 4.70070 22.13907 3.13328 0.25
H 3.65935 20.91409 3.91561 0.88
H 3.48964 22.69297 4.15811 0.63
H -1.03880 21.54530 2.38980 0.20
H -1.23701 20.80483 0.91769 0.24
C 1.75438 15.34804 6.55391 -0.75
C 2.90405 14.44141 6.14590 0.14
C 4.02395 15.29992 5.55306 0.33
O 5.24069 14.62043 5.47315 -0.47
C 6.26780 15.51097 5.10571 -0.06
N 3.33973 13.60158 7.28297 -0.75
H 2.15312 16.11547 7.21801 -0.32
H 1.00548 14.79702 7.11754 0.45
H 1.31589 15.76819 5.64777 0.24
H 2.59528 13.75742 5.34795 0.40
H 4.08764 16.25064 6.11208 -0.22
H 3.71262 15.58616 4.53213 0.15
H 6.16380 15.79037 4.05752 0.19
H 7.25321 15.09992 5.32759 0.34
H 6.19028 16.41691 5.72314 -0.16
H 3.82030 14.22616 7.92858 0.17
H 4.03268 12.93940 6.95335 0.37
C 13.68245 20.58490 3.03553 -0.95
C 13.62084 21.88774 2.22644 0.42
C 14.14118 21.65095 0.81010 -0.21
O 13.91152 22.80369 0.03179 -0.35
C 14.12413 22.59390 -1.33552 -0.47
N 12.22325 22.29802 2.20465 -0.48
H 13.13422 20.71312 3.96232 0.47
H 14.71825 20.24217 3.04699 0.53
H 13.18042 19.81465 2.43332 -0.23
H 14.24052 22.64204 2.72217 0.21
H 13.61666 20.78596 0.37124 -0.09
H 15.21715 21.41472 0.88870 0.42
H 13.39083 21.88643 -1.74689 0.00
H 15.14512 22.28480 -1.58964 0.34
H 13.97160 23.54871 -1.84463 0.27
H 11.55108 21.54940 2.28778 -0.21
H 12.00884 22.81630 1.36177 0.20
C 11.82772 17.18744 3.91236 -0.85
C 12.54187 15.91807 3.45644 0.10
C 13.55939 16.13534 2.35707 -0.76
O 14.36085 17.29250 2.61265 -0.26
C 15.14147 17.63738 1.54672 -0.83
N 13.12472 15.23640 4.63967 -0.58
H 11.25284 17.59182 3.08145 -0.33
H 12.58678 17.94324 4.13502 0.26
H 11.25659 17.03253 4.82001 0.81
H 11.82918 15.19206 3.04710 0.36
H 13.09011 16.29508 1.37238 0.37
H 14.27143 15.30607 2.24750 0.43
H 14.57190 17.93349 0.64578 0.24
H 15.88831 16.88963 1.24863 0.36
H 15.69252 18.56869 1.71142 0.26
H 13.48786 14.32394 4.37022 0.32
H 13.98998 15.73042 4.87381 0.23
C 4.74166 18.18374 1.49137 -1.90
C 4.53575 18.84605 2.82644 2.26
C 3.23463 18.50464 3.48539 -0.75
O 2.18705 19.01115 2.68293 -0.61
C 0.93857 19.03027 3.37480 -1.08
N 5.63840 18.43252 3.72490 0.95
H 5.65498 18.54048 1.00857 0.25
H 3.92960 18.45437 0.80440 0.39
H 4.73067 17.09263 1.50801 0.33
H 4.57227 19.93675 2.68903 -0.40
H 3.19224 18.90585 4.50849 0.26
H 3.16732 17.40533 3.53921 0.41
H 0.81445 20.02701 3.80158 0.28
H 0.84179 18.16754 4.03355 0.38
H 0.15505 18.91839 2.61866 0.33
H 6.50569 18.79635 3.36063 -0.50
H 5.47142 18.86288 4.62854 -0.40
C 4.24561 16.06815 11.26715 -0.99
C 5.75464 16.09776 11.04390 0.28
C 6.19029 16.71078 9.72551 -0.12
O 5.56935 17.96845 9.58883 -0.36
C 6.07230 18.70562 8.49978 -0.67
N 6.34216 16.90789 12.16019 -0.79
H 3.85164 15.21703 10.70726 0.34
H 3.77623 16.90007 10.72971 -0.11
H 3.99337 16.12656 12.31551 0.44
H 6.14974 15.10066 11.24168 0.46
H 5.88673 16.09861 8.85804 0.01
H 7.28256 16.80976 9.70971 0.24
H 7.14584 18.88674 8.63812 0.58
H 5.54764 19.65808 8.51668 0.05
H 5.89242 18.24828 7.51898 0.05
H 7.33736 16.74011 12.24311 0.23
H 6.20781 17.90226 12.02297 0.27
C 5.28150 25.23314 9.29255 -1.51
C 4.49173 25.92670 8.19006 0.30
C 5.13366 27.26334 7.89100 -0.83
O 4.22910 28.07745 7.16858 -0.35
C 4.86515 29.19783 6.60312 -0.81
N 4.55834 25.09095 6.97674 0.19
H 5.30033 25.89904 10.15888 0.47
H 6.30742 25.01181 8.99614 0.33
H 4.78301 24.31233 9.59527 0.28
H 3.43757 26.05775 8.43008 0.49
H 6.06916 27.12177 7.32660 0.29
H 5.41750 27.82916 8.79753 0.55
H 5.39612 29.77144 7.37824 0.36
H 4.12555 29.77471 6.06304 0.25
H 5.67806 28.87406 5.93014 0.30
H 4.25199 25.63084 6.16816 -0.19
H 5.53607 24.88512 6.79245 0.04
C 9.35991 17.73200 0.88064 -1.61
C 10.54919 18.62266 0.55429 1.71
C 10.94205 18.61958 -0.91449 -1.06
O 9.91550 19.17172 -1.68627 -0.28
C 10.37105 19.65854 -2.92108 -0.61
N 10.21937 20.00770 0.96784 0.66
H 8.46934 18.12832 0.38875 0.44
H 9.17064 17.68385 1.95546 0.14
H 9.50765 16.69936 0.55319 0.48
H 11.40453 18.36752 1.18713 -1.06
H 11.14784 17.58994 -1.25690 0.58
H 11.89133 19.17181 -1.01350 0.38
H 11.14871 20.42040 -2.77733 0.12
H 9.54154 20.13013 -3.44321 0.23
H 10.76793 18.84498 -3.54164 0.33
H 10.63809 20.63974 0.28927 -0.08
H 9.24900 20.28560 0.87638 -0.28
C 1.64297 22.10623 6.64697 -0.30
C 1.95462 22.07101 8.15509 0.17
C 3.19718 21.25665 8.41400 -1.01
O 3.22084 20.02362 7.72112 0.67
C 2.37642 19.05099 8.27149 -0.22
N 2.20259 23.40686 8.70858 -0.63
H 0.74864 22.71187 6.49678 0.53
H 1.52406 21.08004 6.29929 0.02
H 2.46523 22.60508 6.13118 -0.30
H 1.08166 21.68948 8.69321 0.44
H 3.38307 21.11882 9.49069 0.53
H 4.06958 21.82539 8.07164 -0.18
H 1.32278 19.35603 8.27824 0.41
H 2.65088 18.81817 9.31701 0.28
H 2.48601 18.08190 7.78132 -0.58
H 1.36594 23.98167 8.70159 0.32
H 2.83200 23.90098 8.06946 -0.12
C 8.33428 19.44962 5.88240 -1.11
C 8.51153 20.13126 4.51725 2.58
C 7.85398 21.46542 4.37558 -1.40
O 6.43292 21.36504 4.48007 0.82
C 5.83940 22.25353 5.39743 -0.77
N 9.97584 20.33735 4.44316 -0.61
H 7.31909 19.05153 5.91635 -0.39
H 8.40737 20.20538 6.66863 0.46
H 9.04688 18.64999 6.06222 0.45
H 8.27049 19.43144 3.70499 -1.20
H 8.12710 21.89995 3.40683 0.17
H 8.25986 22.09643 5.17444 0.38
H 5.97278 21.88468 6.42775 0.43
H 4.76067 22.18729 5.24510 -0.38
H 6.21079 23.27335 5.30926 0.25
H 10.37791 20.45074 3.51794 0.12
H 10.45963 19.52518 4.81001 -0.02
```

Computed properties:
- HOMO energy (eV) = -8.61
- M (g mol⁻¹) = 1158.794
- E_tot (eV) = -102222.9899
- relative energy (zero: lowest compared OMol25 entry of this formula, charge and spin) (kJ/mol) = 300.8
- multiplicity = 1